Entry 1:
{"formula": "C40H50N5OS3W", "method": "wB97M-V/def2-TZVPD", "elements": ["W", "C", "C", "C", "C", "C", "C", "C", "C", "C", "C", "C", "C", "C", "C", "C", "C", "N", "C", "C", "C", "N", "C", "C", "C", "N", "C", "C", "C", "C", "C", "C", "C", "C", "C", "C", "C", "C", "N", "C", "C", "H", "H", "H", "H", "H", "H", "H", "H", "H", "H", "H", "H", "H", "H", "H", "H", "H", "H", "H", "H", "H", "H", "H", "H", "H", "H", "H", "H", "H", "H", "H", "H", "H", "H", "H", "H", "H", "H", "H", "H", "H", "H", "H", "H", "N", "C", "O", "C", "C", "H", "H", "H", "H", "H", "H", "S", "C", "S", "S"], "coordinates": [[-0.29325, -0.48056, 0.03384], [1.78682, -1.77852, -5.57865], [2.60735, -0.67781, -4.89709], [2.41445, -0.68224, -3.41282], [3.19260, -1.27070, -2.46929], [4.50992, -1.95626, -2.66067], [5.69491, -0.99337, -2.53096], [2.56462, -1.02015, -1.20805], [3.15917, -1.28586, -0.00845], [2.65546, -0.87657, 1.19836], [3.37106, -0.95746, 2.43232], [4.73442, -1.55489, 2.60242], [4.69939, -3.08605, 2.61752], [2.56928, -0.40163, 3.38098], [1.37108, 0.01232, 2.71667], [0.35274, 0.69480, 3.33905], [-0.77268, 1.16689, 2.72526], [-1.03785, 1.06247, 1.36921], [-2.22808, 1.73658, 1.21360], [-2.80333, 2.00685, -0.00102], [-2.18678, 1.76324, -1.19789], [-0.99855, 1.07817, -1.35574], [-0.72957, 1.20749, -2.70460], [0.34542, 0.65671, -3.33810], [1.29934, -0.11091, -2.72298], [1.35799, -0.34968, -1.35890], [-1.74592, 1.95873, -3.38211], [-2.67415, 2.27544, -2.44776], [-3.92373, 3.07952, -2.62466], [-3.71634, 4.56485, -2.31150], [-1.80626, 2.19880, -4.85748], [-2.47025, 1.02650, -5.58863], [-2.73152, 2.21894, 2.46578], [-1.80903, 1.88664, 3.40469], [-1.86032, 2.13310, 4.87976], [-2.39401, 0.91875, 5.64651], [-3.98936, 3.01127, 2.64055], [-3.78107, 4.50388, 2.36476], [1.41325, -0.29635, 1.36864], [2.86960, -0.20411, 4.83476], [3.51242, 1.15710, 5.11426], [1.90439, -1.73949, -6.66138], [0.72508, -1.67614, -5.34451], [2.10387, -2.76485, -5.23669], [2.33370, 0.29610, -5.30915], [3.66691, -0.81009, -5.12122], [4.52305, -2.41885, -3.64878], [4.61153, -2.77520, -1.94492], [5.64081, -0.21041, -3.28853], [6.64084, -1.52014, -2.65374], [5.70080, -0.50393, -1.55512], [4.13425, -1.75351, -0.02031], [5.16891, -1.19219, 3.53479], [5.39585, -1.20311, 1.80704], [4.08736, -3.44871, 3.44558], [5.70039, -3.50052, 2.73425], [4.27591, -3.48427, 1.69284], [0.46376, 0.89566, 4.39625], [-3.74402, 2.53979, -0.01201], [0.44303, 0.81926, -4.40238], [-4.71884, 2.67051, -1.99715], [-4.26780, 2.96813, -3.65405], [-3.38428, 4.70782, -1.28129], [-4.64003, 5.12568, -2.45185], [-2.95442, 4.99418, -2.96346], [-0.80237, 2.36322, -5.25465], [-2.35897, 3.11992, -5.04916], [-1.94147, 0.09241, -5.38723], [-2.48098, 1.19256, -6.66565], [-3.49906, 0.89371, -5.25134], [-2.49326, 2.99972, 5.07577], [-0.86768, 2.39658, 5.25206], [-3.40168, 0.66554, 5.31444], [-2.42527, 1.11136, 6.71843], [-1.75717, 0.04736, 5.47629], [-4.35467, 2.87436, 3.65972], [-4.76996, 2.61503, 1.98728], [-3.03463, 4.92148, 3.04194], [-4.70955, 5.05869, 2.49751], [-3.42870, 4.67030, 1.34499], [3.53358, -1.00281, 5.16986], [1.95473, -0.31007, 5.42212], [4.44698, 1.26486, 4.56204], [3.72899, 1.27506, 6.17570], [2.85445, 1.97227, 4.80764], [-0.95003, -3.04374, 3.50772], [-0.49255, -2.49534, 2.38690], [-0.94425, -1.39558, 2.00932], [0.55010, -3.13511, 1.55446], [0.27118, -2.64219, 0.13932], [-1.70464, -2.59928, 4.00591], [-0.64944, -3.95933, 3.79243], [0.50568, -4.22498, 1.62220], [1.52032, -2.82308, 1.94675], [-0.58162, -3.20094, -0.23174], [1.09832, -2.87757, -0.52571], [-3.98711, -2.52495, -2.22910], [-2.70955, -1.85112, -1.49332], [-1.11576, -1.72643, -2.08858], [-2.69670, -1.10816, 0.06248]], "forces_ev_per_a": [[-0.2358, 0.2188, 0.2519], [-0.0189, 0.0022, 0.0319], [-0.0019, 0.0428, 0.0084], [-0.0817, -0.0512, -0.1499], [0.1511, -0.0060, 0.0456], [-0.0054, 0.0131, 0.0085], [-0.0242, 0.0194, 0.0118], [-0.0623, 0.1235, -0.0797], [0.1552, -0.0915, -0.0045], [-0.0127, 0.1283, 0.1124], [0.1370, -0.0097, -0.0718], [-0.0399, -0.0170, -0.0028], [-0.0084, -0.0155, 0.0072], [-0.1067, -0.0432, 0.1507], [0.1205, 0.0717, -0.0815], [-0.0090, -0.0332, 0.1162], [0.0287, 0.0770, -0.1201], [-0.2750, -0.1246, 0.0719], [0.1694, 0.0091, 0.1010], [-0.1587, 0.0653, -0.0168], [0.1147, 0.0272, -0.0797], [-0.1351, -0.0639, -0.0530], [-0.0102, 0.1215, 0.0923], [-0.0059, -0.0102, -0.1827], [0.0887, 0.0985, 0.1223], [-0.0197, -0.3485, -0.2579], [-0.0280, -0.1271, -0.1455], [-0.0791, 0.1607, 0.0590], [-0.0056, -0.0181, 0.0014], [0.0349, -0.0188, 0.0133], [0.0457, 0.0365, 0.0026], [0.0052, -0.0206, 0.0479], [-0.1087, 0.0941, -0.0360], [0.0020, -0.0744, 0.1215], [0.0048, 0.0411, 0.0063], [0.0171, -0.0128, -0.0452], [0.0208, 0.0098, -0.0109], [0.0150, -0.0063, -0.0036], [-0.0237, -0.2343, -0.0537], [0.0057, 0.0575, -0.0452], [0.0027, 0.0150, 0.0080], [0.0099, 0.0070, 0.0122], [0.0157, -0.0014, -0.0092], [-0.0079, 0.0134, 0.0046], [0.0132, 0.0056, 0.0122], [-0.0019, -0.0031, -0.0041], [-0.0034, -0.0111, 0.0022], [0.0017, 0.0023, -0.0027], [-0.0055, -0.0068, 0.0084], [-0.0107, -0.0067, -0.0040], [0.0030, -0.0079, -0.0092], [-0.0246, -0.0209, 0.0052], [0.0024, 0.0111, -0.0025], [-0.0059, -0.0069, -0.0042], [-0.0008, 0.0066, -0.0087], [0.0003, 0.0108, -0.0023], [0.0042, 0.0065, 0.0127], [-0.0020, -0.0189, -0.0103], [0.0056, -0.0244, -0.0060], [-0.0130, -0.0152, 0.0155], [-0.0043, -0.0015, -0.0097], [-0.0037, -0.0065, -0.0005], [-0.0027, 0.0036, -0.0094], [-0.0003, -0.0148, 0.0001], [-0.0051, -0.0041, 0.0037], [-0.0009, 0.0244, 0.0086], [-0.0063, -0.0026, -0.0070], [-0.0069, 0.0104, -0.0118], [0.0031, 0.0100, 0.0104], [0.0112, -0.0031, 0.0000], [-0.0049, -0.0035, 0.0048], [-0.0024, 0.0204, -0.0094], [0.0042, -0.0024, 0.0017], [0.0028, 0.0147, -0.0034], [-0.0100, 0.0002, 0.0106], [0.0021, -0.0013, 0.0019], [0.0026, -0.0020, 0.0003], [-0.0050, -0.0041, -0.0067], [0.0011, -0.0131, 0.0000], [-0.0013, -0.0023, 0.0126], [0.0156, 0.0068, 0.0003], [0.0027, -0.0081, 0.0031], [-0.0093, -0.0074, 0.0028], [-0.0016, -0.0001, -0.0039], [0.0044, -0.0138, 0.0005], [0.0317, -0.0339, -0.0575], [-0.1375, 0.0721, 0.1958], [0.1021, -0.0376, -0.2044], [0.0267, -0.1308, -0.0091], [0.1088, -0.0543, 0.0406], [0.0043, 0.0191, 0.0004], [0.0039, 0.0077, 0.0078], [0.0055, 0.0015, 0.0389], [0.0174, -0.0177, 0.0013], [-0.0357, -0.0802, 0.0514], [0.0161, 0.0228, -0.0155], [-0.0229, -0.0150, -0.0155], [-0.1937, -0.0667, -0.1704], [0.2588, 0.1105, 0.0472], [0.1866, 0.1570, 0.1281]], "charge": 1, "gap_ha": 0.2132, "relative_energy_ev": 0.1087, "e_lumo_ev": -3.87}


Entry 2:
{"formula": "C40H51ClN7O3ReSSb", "method": "wB97M-V/def2-TZVPD", "elements": ["Re", "O", "N", "C", "C", "C", "C", "C", "S", "H", "H", "H", "H", "C", "N", "C", "C", "N", "C", "C", "N", "C", "C", "N", "C", "N", "C", "C", "C", "N", "C", "H", "H", "H", "H", "H", "H", "H", "H", "H", "H", "H", "H", "H", "H", "H", "H", "H", "H", "H", "H", "H", "H", "H", "H", "C", "C", "C", "C", "C", "C", "C", "Sb", "C", "C", "C", "C", "C", "C", "C", "C", "C", "C", "C", "C", "C", "C", "H", "H", "H", "H", "H", "H", "H", "H", "H", "H", "H", "H", "H", "H", "H", "H", "H", "H", "H", "H", "H", "Cl", "C", "C", "O", "O", "H", "H"], "coordinates": [[-1.57225, -0.12412, -1.07622], [-1.53916, 0.98742, 0.62956], [-2.59848, 1.05235, 1.45969], [-2.46923, 1.87352, 2.52372], [-3.48260, 1.94993, 3.43899], [-4.62631, 1.16805, 3.25859], [-4.72226, 0.33065, 2.16998], [-3.67625, 0.26918, 1.24897], [-3.66374, -0.75441, -0.15405], [-1.53110, 2.40594, 2.58296], [-3.37077, 2.60470, 4.28883], [-5.43370, 1.21407, 3.97468], [-5.58699, -0.29522, 2.00864], [-0.17054, 3.04172, -1.36414], [-1.51938, 3.35651, -1.80222], [-1.83112, 4.76534, -2.06528], [-3.10054, 4.70055, -2.91370], [-3.42738, 3.27181, -2.90964], [-4.79520, 2.87509, -3.19884], [-2.42907, 2.55359, -2.35831], [-2.38752, 1.20928, -2.35447], [-3.16521, 0.45100, -3.36065], [-2.37628, -0.77802, -3.78327], [-1.92510, -1.44288, -2.55720], [-1.71696, -2.75718, -2.44514], [-1.84641, -3.69387, -3.39893], [-1.67581, -3.51887, -4.83579], [-1.67803, -5.03519, -2.82914], [-1.30844, -4.76938, -1.36647], [-1.39986, -3.31558, -1.26505], [-0.93163, -2.67034, -0.06745], [0.22855, 3.94320, -0.90238], [0.46200, 2.75685, -2.20000], [-0.15563, 2.26055, -0.61051], [-0.99932, 5.22553, -2.59928], [-1.97321, 5.29689, -1.12274], [-2.95284, 5.05666, -3.93420], [-3.92164, 5.26269, -2.46841], [-5.43587, 3.72403, -2.96539], [-5.10319, 2.04533, -2.56761], [-4.94360, 2.62074, -4.24830], [-3.35488, 1.06425, -4.23923], [-4.11726, 0.13038, -2.93129], [-1.51595, -0.49086, -4.39502], [-3.03267, -1.41626, -4.36822], [-0.97787, -2.71119, -5.04061], [-2.62138, -3.35407, -5.34976], [-1.24294, -4.43915, -5.22253], [-0.88829, -5.56280, -3.36262], [-2.60448, -5.60171, -2.92721], [-0.29115, -5.09085, -1.13010], [-1.99679, -5.24537, -0.66791], [-0.07449, -3.22784, 0.32439], [-1.69007, -2.59717, 0.71125], [-0.43571, -1.69742, -0.26403], [3.88812, 0.62109, 4.11046], [2.92213, 1.73648, 3.83047], [2.91956, 2.85427, 4.66303], [2.06223, 3.92187, 4.45512], [1.18207, 3.90009, 3.38445], [1.16919, 2.78992, 2.55318], [2.02013, 1.70214, 2.76212], [1.71109, 0.10244, 1.38717], [1.84977, -1.56062, 2.73267], [2.98694, -2.35869, 2.80921], [3.06284, -3.41572, 3.70260], [1.99312, -3.67764, 4.54473], [0.85844, -2.88527, 4.48257], [0.77049, -1.82573, 3.58475], [-0.46730, -0.96282, 3.58176], [3.60769, -0.00318, 0.41902], [4.44916, 1.10726, 0.49687], [5.64781, 1.14620, -0.19309], [6.02275, 0.06296, -0.97432], [5.19131, -1.03902, -1.06512], [3.97573, -1.08834, -0.38399], [3.11687, -2.31653, -0.56174], [4.74793, 0.99537, 4.66320], [4.24898, 0.16100, 3.19139], [3.41963, -0.16254, 4.70878], [3.61708, 2.88841, 5.49033], [2.09331, 4.77461, 5.11989], [0.52875, 4.74120, 3.19385], [0.49579, 2.77411, 1.70110], [3.83784, -2.14619, 2.17406], [3.95636, -4.02246, 3.75014], [2.04479, -4.49025, 5.25564], [0.02905, -3.08561, 5.14970], [-1.26127, -1.41862, 4.17190], [-0.83915, -0.80299, 2.56481], [-0.25869, 0.02305, 4.00667], [4.16902, 1.95381, 1.11411], [6.29138, 2.01079, -0.11501], [6.96280, 0.07542, -1.50783], [5.48865, -1.88390, -1.67449], [3.60305, -3.20184, -0.14910], [2.93071, -2.51777, -1.61785], [2.15052, -2.22278, -0.06481], [2.65246, 1.56920, -2.96887], [2.26182, -0.13280, -3.24320], [1.04773, -0.71718, -2.54064], [0.82939, -1.89745, -2.72346], [0.35531, 0.05227, -1.73455], [3.12264, -0.71795, -2.92158], [2.13002, -0.28805, -4.31311]], "forces_ev_per_a": [[0.2174, 0.1588, 0.3660], [0.1329, 0.1605, -0.1905], [-0.0816, -0.1169, 0.1118], [-0.0785, -0.0629, 0.0245], [-0.0045, -0.0076, -0.0110], [0.0454, 0.0269, -0.0054], [0.1178, 0.0233, -0.0333], [0.0923, 0.0436, -0.0876], [-0.2866, 0.0853, 0.1635], [0.0134, -0.0004, -0.0009], [-0.0127, 0.0238, 0.0369], [-0.0269, 0.0028, 0.0335], [-0.0285, -0.0106, -0.0115], [0.0908, -0.0713, 0.0337], [-0.0420, 0.0666, -0.0296], [-0.0073, 0.0574, 0.0287], [-0.0172, 0.0342, 0.0215], [0.1791, 0.0670, -0.1891], [-0.0838, -0.0642, 0.0982], [-0.3498, 0.0087, 0.2842], [0.1196, -0.2095, -0.1724], [0.0249, 0.0581, -0.1346], [0.0353, -0.0271, 0.0471], [-0.0094, -0.3090, -0.2539], [0.0222, 0.0909, -0.1654], [0.0102, 0.1317, 0.1962], [-0.0216, 0.0423, -0.0345], [-0.0563, -0.0311, 0.0111], [0.1442, -0.0493, 0.0208], [-0.1706, -0.1717, 0.0250], [0.0020, -0.1216, 0.0751], [0.0345, -0.0194, -0.0146], [0.0586, -0.0362, -0.0149], [0.0371, 0.0235, -0.0519], [-0.0316, -0.0136, 0.0133], [0.0073, 0.0052, -0.0435], [0.0175, 0.0146, 0.0382], [0.0241, -0.0183, -0.0281], [-0.0218, -0.0361, 0.0019], [0.0104, -0.0155, -0.0164], [-0.0029, -0.0076, 0.0097], [0.0134, 0.0262, 0.0235], [0.0042, -0.0064, -0.0410], [-0.0257, 0.0254, 0.0023], [-0.0097, -0.0554, -0.0380], [-0.0074, 0.0239, -0.0356], [0.0026, 0.0042, -0.0133], [0.0149, 0.0437, -0.0252], [-0.0065, 0.0014, 0.0168], [0.0411, -0.0068, 0.0111], [-0.0335, 0.0016, 0.0011], [0.0124, 0.0058, -0.0268], [-0.0452, 0.0031, 0.0132], [0.0402, 0.0481, -0.0174], [0.1805, 0.0486, -0.0138], [0.0340, 0.0005, 0.0199], [0.0432, -0.0481, 0.0113], [0.0105, 0.0212, 0.0265], [-0.0148, 0.0242, 0.0022], [0.0179, -0.0466, 0.0005], [-0.0027, 0.0431, -0.0122], [-0.1126, 0.1192, -0.0785], [-0.0425, -0.2405, -0.0907], [0.0462, 0.0641, 0.1234], [-0.0185, -0.0478, -0.1015], [-0.0219, -0.0102, 0.0224], [0.0267, -0.0042, -0.0086], [-0.0138, -0.0153, 0.0095], [-0.0572, 0.0191, -0.0491], [0.0044, -0.0046, 0.0258], [0.0717, -0.0394, 0.0386], [-0.0012, 0.0203, 0.0573], [0.0220, -0.0059, 0.0069], [0.0065, 0.0081, -0.0075], [0.0091, 0.0388, -0.0034], [-0.0760, -0.0109, 0.0082], [0.0717, -0.0590, 0.0343], [0.0231, -0.0115, 0.0223], [0.0105, 0.0046, -0.0066], [-0.0059, -0.0145, 0.0003], [0.0205, -0.0007, 0.0221], [0.0041, 0.0119, 0.0068], [-0.0255, 0.0336, -0.0062], [-0.0265, -0.0025, -0.0376], [0.0458, 0.0245, -0.0308], [0.0342, -0.0163, 0.0036], [0.0009, -0.0357, 0.0169], [-0.0237, -0.0045, 0.0203], [-0.0283, -0.0051, 0.0164], [-0.0242, -0.0065, -0.0234], [0.0118, 0.0320, 0.0001], [-0.0041, 0.0057, 0.0097], [0.0209, 0.0436, 0.0020], [0.0288, 0.0038, -0.0251], [0.0127, -0.0503, -0.0272], [0.0242, 0.0042, 0.0568], [0.0130, -0.0390, 0.0529], [-0.0275, 0.0064, -0.0115], [-0.1008, 0.0035, 0.0790], [0.0572, -0.0401, -0.0436], [0.2437, 0.0022, 0.2432], [-0.2511, -0.1397, -0.1320], [-0.2772, 0.4237, -0.2529], [-0.0421, 0.0417, -0.0384], [-0.0022, 0.0110, 0.0388]], "charge": 2, "multiplicity": 4, "gap_ha": [0.2479, 0.1995], "e_lumo_ev": [-5.32, -6.63]}


- Which value of charge does entry 2 give?
  +2


- charge of number 2 (C40H51ClN7O3ReSSb)?
  +2